[1]
The following is a quantum chemistry calculation of a cluster of 16 separate species, C48H48F16O48 in total, from the Open Molecules 2025 dataset.

The geometry in XYZ format:
```
160
Properties=species:S:1:pos:R:3:forces:R:3
C 3.2927 1.6702 5.0204 1.099 -0.751 -0.703
C 3.3204 0.7633 6.2175 -0.013 -0.635 0.671
O 2.7535 -0.4233 5.6892 0.173 -1.191 1.169
C 2.2543 -0.2668 4.4749 -1.553 -0.391 -1.941
O 1.6870 -1.1145 3.7832 1.781 1.894 2.004
O 2.4257 1.0161 4.1187 -0.459 -0.541 -1.051
F 2.5588 1.2409 7.2375 -0.619 0.006 0.135
H 4.2766 1.6658 4.5833 0.503 0.126 -0.292
H 2.9704 2.6722 5.0996 -0.504 0.980 0.759
H 4.2567 0.4425 6.7073 -0.110 0.533 -0.712
C 4.5884 -2.1203 -0.8429 0.264 -0.954 0.193
C 5.7088 -3.1114 -1.2677 -0.668 -0.381 -0.702
O 6.5449 -3.1999 -0.1437 0.161 -0.476 -1.051
C 6.2148 -2.2781 0.7313 2.008 1.808 3.457
O 6.8636 -2.0565 1.7561 -1.704 -0.715 -2.209
O 5.1555 -1.5557 0.3617 -0.290 0.105 -0.412
F 6.3900 -2.6258 -2.3791 -0.156 -0.039 1.009
H 3.6297 -2.5989 -0.5617 0.644 0.147 -0.360
H 4.4393 -1.3781 -1.6251 -0.007 0.186 0.298
H 5.4300 -4.1358 -1.5035 -0.353 0.208 -0.182
C 0.2452 -5.2619 -0.2508 0.751 0.807 0.537
C -0.2893 -4.6017 1.0431 0.368 -0.284 -1.015
O -1.6462 -4.5150 0.8209 -1.769 -0.748 -0.977
C -1.9755 -4.7635 -0.5247 0.731 0.411 0.379
O -3.0935 -4.7566 -0.9707 1.700 0.062 0.601
O -0.8072 -4.9602 -1.2151 -0.642 -0.641 1.025
F 0.1356 -3.2849 1.1484 0.501 -0.608 0.219
H 0.4075 -6.3503 -0.0704 -0.451 0.700 -0.563
H 1.2081 -4.7794 -0.5527 -0.943 -0.467 -0.104
H -0.0576 -5.1842 1.9557 -0.166 0.733 -0.304
C -2.5622 -4.6441 -4.2509 0.868 0.029 -0.601
C -2.6197 -6.1465 -3.9719 0.001 0.515 -1.460
O -1.2877 -6.5278 -3.8682 -0.532 -0.253 0.946
C -0.4841 -5.5349 -4.2658 3.093 -0.846 0.069
O 0.7165 -5.6886 -4.3470 -1.626 0.538 -0.035
O -1.1362 -4.4276 -4.5375 -1.751 0.721 0.220
F -3.0748 -6.8336 -5.0817 -0.624 0.192 0.478
H -2.9196 -4.0924 -3.4059 0.508 0.363 0.861
H -3.1349 -4.2540 -5.0831 -0.027 -0.574 -0.484
H -3.2167 -6.3335 -3.0891 0.027 -0.688 0.056
C -1.7574 3.3769 -1.7278 -1.969 0.409 0.213
C -0.3113 3.7234 -1.7020 0.374 1.620 0.012
O -0.1060 4.2763 -3.0138 1.360 -0.043 1.359
C -1.1502 4.0446 -3.8073 -0.120 0.675 -2.323
O -1.1614 4.3572 -4.9829 -0.199 -0.781 1.840
O -2.1265 3.4747 -3.1228 -0.472 -0.731 0.059
F 0.4582 2.6242 -1.5447 0.465 -0.327 -0.439
H -2.4014 4.1117 -1.2200 0.553 -0.154 0.015
H -2.0423 2.4059 -1.3088 0.487 0.318 -0.522
H -0.0078 4.4840 -0.9334 -0.264 -0.791 -0.853
C -0.5016 3.8848 6.0730 0.528 1.143 -1.654
C -1.9468 3.5802 5.9411 -1.893 -0.413 -0.684
O -1.9747 2.2329 5.4103 -0.045 0.541 0.530
C -0.7095 1.8665 5.1035 1.384 -0.816 0.135
O -0.3142 0.7401 4.9100 -1.220 1.403 -0.193
O 0.1086 2.9450 5.1225 -0.421 0.181 1.347
F -2.5651 4.4221 5.0207 0.438 -0.582 0.251
H -0.1678 3.7873 7.0830 0.597 -0.609 0.542
H -0.2683 4.9191 5.7518 -0.188 -0.753 0.142
H -2.5982 3.6210 6.8344 0.632 -0.177 -0.362
C -4.0420 1.9830 1.9430 -0.245 -0.119 -0.279
C -4.4754 3.2901 1.2760 1.025 0.477 2.825
O -5.8304 3.3736 1.5346 -0.579 0.548 0.267
C -6.2934 2.3199 2.2324 -1.121 -0.005 0.526
O -7.4544 2.2302 2.5575 2.015 -0.534 -0.302
O -5.2692 1.4607 2.5223 -0.275 0.397 -0.656
F -4.3198 3.2332 -0.0253 0.399 -0.112 -2.236
H -3.2665 1.9580 2.6948 -0.087 0.705 0.429
H -3.6033 1.4428 1.1170 -0.534 -1.120 -0.158
H -3.9105 4.1590 1.6718 -0.602 -0.199 -0.299
C 1.3757 -2.4750 -4.5599 0.473 0.205 1.346
C 2.5835 -3.0983 -5.2606 -0.588 -0.079 0.486
O 3.1995 -3.9640 -4.2981 -0.377 0.081 -0.367
C 2.6027 -3.8539 -3.0942 -2.383 1.473 -2.819
O 2.8901 -4.4578 -2.1284 0.591 -0.448 1.473
O 1.5228 -2.9956 -3.2072 0.616 -0.443 0.416
F 3.4946 -2.1233 -5.4776 0.296 0.238 -0.653
H 0.3516 -2.5658 -4.8994 0.235 -1.339 -0.331
H 1.4195 -1.3891 -4.5060 0.890 0.079 0.079
H 2.3021 -3.6339 -6.1783 0.678 0.057 0.281
C -0.8583 -2.4049 4.2816 -0.097 1.090 -0.777
C -2.2211 -1.7145 4.1511 0.096 1.262 0.559
O -3.1507 -2.5190 4.7789 0.298 -1.535 0.420
C -2.4868 -3.6504 5.3244 0.102 2.487 1.030
O -2.9005 -4.2679 6.2477 -0.237 -0.501 -1.159
O -1.2269 -3.6345 4.8740 0.749 -1.302 -0.186
F -2.5628 -1.5235 2.8489 -0.417 -0.504 -1.367
H -0.1213 -1.8484 4.8765 -0.637 -0.361 0.296
H -0.3490 -2.4580 3.2837 -0.742 -0.687 0.851
H -2.3328 -0.7049 4.5404 0.499 -0.092 0.544
C 2.3935 5.3465 2.4750 -0.207 -0.770 0.782
C 2.0044 6.8082 2.4442 0.443 -1.053 -0.729
O 1.8824 7.1852 3.7759 0.550 0.686 0.097
C 1.8384 6.0946 4.5914 -0.622 0.599 0.945
O 1.6451 6.1655 5.7879 0.452 -0.425 -2.170
O 1.9606 5.0021 3.8421 0.575 -1.113 -0.475
F 0.7869 6.9363 1.8507 -0.320 0.298 -0.229
H 3.4583 5.1329 2.3459 0.075 0.434 0.549
H 1.9417 4.7085 1.6942 -0.557 0.402 0.762
H 2.7597 7.3275 1.8603 -0.241 0.898 0.366
C -1.1888 0.6715 -6.0473 -1.287 -0.614 -0.977
C -1.8116 -0.5012 -6.8194 0.093 0.151 -0.412
O -0.6574 -1.2433 -7.2233 -1.848 -0.861 -0.093
C 0.3730 -0.4138 -7.2881 3.636 -1.094 -1.762
O 1.4611 -0.6454 -7.8058 -2.624 0.242 1.206
O 0.0768 0.6992 -6.6927 0.312 2.845 1.488
F -2.4618 -0.0382 -7.9506 0.420 -0.065 0.215
H -1.1715 0.4953 -4.9907 0.740 -0.391 0.427
H -1.7532 1.5948 -6.1642 0.269 0.101 -0.575
H -2.5333 -1.1580 -6.3527 0.254 -0.132 0.477
C -0.4875 -0.5425 0.8201 0.809 1.720 0.554
C 0.8986 0.0797 1.1112 -1.016 -0.410 0.030
O 0.7376 1.5081 0.8811 0.504 -0.602 -0.643
C -0.5629 1.7972 0.8598 0.800 -1.535 -0.068
O -1.0174 2.8955 0.8268 -0.498 0.665 0.335
O -1.2834 0.6678 0.8854 -1.366 -0.222 -0.160
F 1.8004 -0.5580 0.3340 0.316 0.903 0.044
H -0.8195 -1.2502 1.5723 -0.014 0.326 -0.050
H -0.5465 -0.9927 -0.1640 0.077 0.131 -0.168
H 1.1708 0.0940 2.1417 0.551 -0.828 0.460
C 6.7162 0.9336 1.2748 -1.139 0.468 -0.932
C 5.3718 1.6683 1.0713 0.228 -1.118 0.553
O 5.7200 3.0203 0.9364 0.090 -0.637 -0.028
C 6.9641 3.1715 1.4147 3.487 2.014 1.148
O 7.5350 4.2524 1.5289 -1.726 -3.058 -0.267
O 7.5630 1.9344 1.7683 -0.982 2.939 -0.453
F 4.6737 1.5389 2.2593 -0.521 0.210 -0.145
H 7.0313 0.6948 0.2632 0.395 -0.751 -0.001
H 6.6720 0.1128 1.9837 -0.102 -0.111 -0.391
H 4.7484 1.3336 0.2279 0.143 0.223 0.420
C -7.5322 -1.1234 2.5177 -0.009 -1.061 -0.759
C -6.0767 -1.5433 2.5281 -0.262 0.208 0.416
O -5.5842 -1.1316 1.2789 0.285 0.040 -0.733
C -6.6018 -0.8304 0.4074 -0.759 0.504 0.181
O -6.4717 -0.4771 -0.7508 -0.056 -1.018 2.455
O -7.7753 -0.9366 1.1054 0.300 0.527 -0.766
F -5.9399 -2.9123 2.6288 0.029 0.692 -0.024
H -7.7471 -0.2518 3.1180 0.128 0.603 -0.357
H -8.1593 -1.9313 2.8911 -0.020 -0.102 -0.251
H -5.5652 -1.0253 3.3414 0.562 -0.494 -0.270
C -3.5015 -1.4940 -1.4573 -0.096 0.383 -0.560
C -3.7504 -0.2187 -2.2763 1.093 -0.464 0.678
O -2.8089 -0.3126 -3.3371 -0.466 0.250 0.321
C -1.7809 -1.0851 -2.9402 -0.676 -1.175 1.028
O -0.7858 -1.2442 -3.5581 0.196 0.252 0.103
O -2.1015 -1.7451 -1.7770 -0.132 0.416 -0.321
F -3.4191 0.9001 -1.5518 -0.373 -0.296 -0.084
H -4.1112 -2.3034 -1.9035 0.301 0.248 0.510
H -3.7029 -1.3799 -0.3636 0.476 -0.116 -0.997
H -4.7208 -0.1373 -2.6830 -1.018 0.361 -0.306
C 3.4654 2.9051 -4.4874 0.234 0.495 -0.793
C 2.7183 1.7236 -5.0716 0.620 0.809 -0.863
O 2.3703 0.9574 -3.9760 -0.523 -0.100 0.732
C 3.1734 1.3057 -2.9460 0.244 -0.670 2.274
O 3.1887 0.7416 -1.8673 0.150 0.910 -2.019
O 3.9291 2.3775 -3.2622 -0.244 -0.468 0.729
F 3.6938 1.0348 -5.7215 0.002 -0.772 -0.997
H 2.8402 3.7603 -4.3247 -0.458 0.497 0.320
H 4.3221 3.2112 -5.1143 -0.462 -0.364 0.296
H 1.8526 1.9267 -5.7256 0.494 -0.275 0.348
```
Forces are in eV/Å.

Results
LUMO = -0.0109 eV
Charge = 0
HOMO level = -11.156 eV

[2]
The following is a quantum chemistry calculation of a cluster of 2 separate species, C10H13O2 in total, from the Open Molecules 2025 dataset.

The geometry in XYZ format:
```
25
Properties=species:S:1:pos:R:3:forces:R:3
C -1.6990 -2.1897 -1.2858 -0.270 -0.108 0.485
C -0.9845 -1.8627 0.0307 -0.347 0.447 0.152
C -1.1263 -1.3939 -2.4728 0.086 0.434 -0.390
O 0.0963 -1.5393 -2.7099 -0.077 -0.102 0.165
O -1.9364 -0.6486 -3.0789 -0.002 -0.053 0.070
H -1.5930 -3.2623 -1.4753 0.056 0.049 -0.178
H -2.7670 -1.9658 -1.1964 0.083 -0.109 -0.076
H 0.0152 -1.5033 -0.1946 0.404 -0.512 0.117
H -1.0191 -2.6866 0.7509 0.356 -0.049 -0.151
H -1.4389 -1.0160 0.5542 -0.286 -0.022 -0.167
C 0.2531 0.5895 2.7698 -0.052 0.595 1.104
C -0.3217 1.3748 0.4405 -0.212 0.446 1.116
C 0.6414 1.1067 1.4227 0.187 -0.171 -0.587
C 0.0208 1.6444 -0.8587 0.636 -0.170 -0.482
C 1.9732 1.2195 1.0665 0.158 0.219 -0.057
C 1.3691 1.6043 -1.2203 -0.477 0.273 -0.156
C 2.3387 1.4904 -0.2519 0.352 -0.157 0.202
H -1.3385 1.4413 0.8077 -0.255 -0.256 -0.395
H -0.6891 1.8364 -1.6479 -0.357 -0.188 0.136
H 1.0231 -0.0383 3.2224 -0.074 -0.403 -0.440
H -0.7039 0.0704 2.7308 0.119 -0.175 0.025
H 2.7274 1.1109 1.8364 0.138 -0.158 -0.042
H 1.6098 1.6716 -2.2698 0.189 0.141 -0.056
H 3.3879 1.5826 -0.5230 -0.116 -0.160 0.069
H 0.1617 1.3636 3.5528 -0.239 0.187 -0.463
```
Forces are in eV/Å.

Results
LUMO = 3.2797 eV
Charge = -1
HOMO level = -3.874 eV

[3]
The following is a quantum chemistry calculation of the molecule C8H8O, from the Open Molecules 2025 dataset.

The geometry in XYZ format:
```
17
Properties=species:S:1:pos:R:3:forces:R:3
C 1.8796 -0.6591 -0.1903 0.787 -2.612 1.202
C 1.7578 0.2201 0.8509 -1.868 -0.773 -0.031
C 0.4371 0.9295 0.8654 -2.318 2.084 -2.092
C -0.5662 0.5614 1.6448 -0.753 2.251 -0.708
O -2.0097 0.8083 1.3059 0.957 -0.079 0.107
C -2.3034 0.4622 0.0212 4.268 -1.994 -3.041
C -1.2197 -0.4211 -0.5123 -0.497 0.796 2.133
C -0.1295 -0.4097 -1.6065 -3.866 1.939 -1.520
C 1.2509 -0.4639 -1.5262 -2.240 -1.495 -0.023
H 2.2558 -1.8354 -0.0115 0.161 3.621 -0.443
H 2.1846 0.1598 1.8738 0.048 -0.580 -1.004
H -0.2604 1.2840 -0.0850 3.384 0.121 1.872
H -0.4864 -0.1297 2.3842 -0.101 -1.616 2.505
H -3.1186 1.0271 -0.5574 1.300 -0.953 1.298
H -0.6870 -0.7640 0.4053 -1.127 -0.591 -1.360
H -0.8735 -0.0166 -2.4394 2.864 -1.160 0.027
H 1.8885 -0.7530 -2.4229 -1.000 1.042 1.081
```
Forces are in eV/Å.

Results
SMILES string = C1=C\C=C\O\C=C\C=C/1
LUMO = -0.1536 eV
Charge = 0
HOMO level = -7.746 eV

[4]
The following is a quantum chemistry calculation of the molecule C13H14S, from the Open Molecules 2025 dataset.

The geometry in XYZ format:
```
28
Properties=species:S:1:pos:R:3:forces:R:3
C -0.9639 -0.5458 2.6444 0.054 2.362 -3.998
C -0.4589 -1.0372 1.3094 1.911 -0.237 -1.357
C -1.3556 -2.0773 0.6009 1.146 0.271 1.111
C -1.2682 -1.4998 -0.6075 1.465 0.377 4.060
C -0.3634 -0.3747 -0.1550 -2.183 1.537 0.588
C -0.9231 1.0139 -0.6022 1.102 0.758 0.540
C -0.6390 0.8939 -2.0993 1.650 3.888 2.535
C 0.3136 1.6103 -2.7061 -0.603 -0.604 -1.127
C 1.2012 2.4675 -1.9136 0.526 -0.523 0.511
C 1.0169 2.6098 -0.5449 -0.886 -0.866 -3.690
C -0.3366 2.3088 -0.0119 2.165 1.753 -0.799
S -0.8823 3.7494 0.6887 -0.647 -2.622 -0.174
C 1.0945 -0.5534 -0.3644 1.110 -2.132 4.129
C 1.1956 -1.1476 1.1330 -2.131 -0.253 1.522
H -0.6168 0.4451 2.8214 0.919 0.579 0.798
H -0.8261 -1.2446 3.3520 0.711 -2.194 2.779
H -1.9791 -0.3719 2.4806 -2.145 0.005 0.201
H -1.8013 -2.9270 1.1578 0.027 0.361 -1.130
H -1.5770 -1.6650 -1.5371 -1.469 -1.120 -3.638
H -1.9201 1.1453 -0.2962 -1.852 -0.637 -0.295
H -1.2043 0.2464 -2.5911 -2.372 -2.717 -2.132
H 0.3519 1.4360 -3.8384 0.598 0.629 1.801
H 2.0697 2.8914 -2.4794 -0.788 -0.175 0.991
H 1.6688 3.2611 -0.0710 1.000 0.991 1.263
H 1.7590 0.2430 -0.2978 0.598 1.797 -0.711
H 1.4892 -1.3071 -0.9626 0.108 -1.027 -1.830
H 1.5205 -2.1645 1.3984 0.351 0.235 -0.727
H 1.6310 -0.4714 1.9312 -0.363 -0.436 -1.219
```
Forces are in eV/Å.

Results
SMILES string = C[C@@]12C=C[C@]1([C@@H]1C=CC=CC1=S)CC2
LUMO (alpha / beta) = -0.6983 / -0.6981 eV
Charge = 0
HOMO level (alpha / beta) = -8.077 / -8.077 eV

The following F_max values (in eV/Å) correspond, in order, to the records above: 4.39; 1.25; 5.61; 4.93.
The following energy relative to the best compared isomer or geometry (same formula, charge and spin) values (in kJ/mol) correspond, in order, to the records above: 50.3; 35.1; 782.0; 413.8.